Entry 1:
A molecular structure, C38H55NO2P2Pb, computed with wB97M-V/def2-TZVPD.

```
99
Properties=species:S:1:pos:R:3:mulliken_charge:R:1
Pb -0.81 -0.53 0.08 1.155
C 0.06 1.18 1.93 1.011
C -1.08 1.83 1.44 0.380
C -1.77 -0.21 2.30 -0.387
C -0.38 -0.11 2.48 0.767
C -2.20 1.01 1.66 0.600
C 1.47 1.73 1.97 -1.334
H 1.68 2.41 1.13 0.558
H 2.21 0.93 1.92 0.118
H 1.57 2.24 2.93 0.340
C 0.47 -1.22 3.02 -0.332
H 1.52 -1.03 2.86 -0.654
H 0.29 -2.23 2.61 0.606
H 0.33 -1.22 4.09 -0.100
C -2.64 -1.38 2.72 -1.401
H -2.80 -1.22 3.79 0.382
H -2.14 -2.35 2.56 0.297
H -3.60 -1.38 2.19 0.369
C -3.67 1.34 1.33 -1.527
H -4.06 1.84 2.22 0.404
H -4.28 0.44 1.13 0.359
H -3.76 2.03 0.47 0.389
C -1.10 3.24 0.84 -1.459
H -1.39 3.86 1.70 0.468
H -1.85 3.36 0.05 0.280
H -0.12 3.55 0.48 0.424
C 0.78 -0.77 -1.56 -0.261
C 1.05 0.61 -1.20 0.164
C 0.60 1.77 -1.95 -1.219
C -0.86 1.67 -2.52 -0.282
C -1.89 1.03 -1.70 -0.625
C -2.25 -0.36 -1.80 -0.384
C -1.52 -1.34 -2.67 -0.832
C 0.04 -1.21 -2.73 -0.767
H 1.33 1.84 -2.76 0.577
H -0.83 1.15 -3.48 -0.390
H 0.70 2.68 -1.34 0.305
H 0.34 -0.54 -3.53 0.085
H 1.26 -1.56 -0.94 0.386
H 1.78 0.77 -0.39 0.707
H 0.44 -2.21 -2.95 0.496
H -1.79 -2.37 -2.38 0.444
H -3.16 -0.71 -1.24 0.773
H -1.94 -1.15 -3.66 0.217
H -1.21 2.69 -2.70 0.675
H -2.57 1.68 -1.08 0.549
P -0.88 0.83 -6.52 0.588
C 0.39 -0.39 -7.08 -1.308
C -0.32 2.31 -7.48 -1.233
P -3.94 0.66 -6.84 0.231
C -2.28 0.30 -7.63 -1.033
C -4.46 2.08 -7.92 -1.166
C -4.93 -0.68 -7.64 -1.127
H 0.11 -1.39 -6.72 0.338
H 1.36 -0.12 -6.63 0.388
H 0.49 -0.41 -8.18 0.410
H -0.12 2.06 -8.53 0.383
H 0.61 2.70 -7.02 0.380
H -1.09 3.10 -7.42 0.315
H -4.82 -0.67 -8.74 0.323
H -5.99 -0.55 -7.37 0.389
H -4.59 -1.65 -7.25 0.335
H -2.20 -0.79 -7.80 0.482
H -2.23 0.84 -8.60 0.396
H -5.51 2.33 -7.69 0.408
H -4.36 1.84 -8.99 0.354
H -3.84 2.96 -7.68 0.284
C 0.37 -2.52 7.63 -1.768
C 0.75 -1.26 6.90 1.610
C -0.03 -0.14 7.18 -1.007
C 0.24 1.07 6.52 -1.089
C 1.27 1.15 5.59 -1.019
C 2.06 0.02 5.28 0.113
N 2.89 0.16 4.16 0.207
C 3.86 -0.70 3.50 0.291
C 4.99 -0.87 4.34 -0.307
C 6.11 -1.63 3.97 -0.652
C 6.10 -2.20 2.69 -0.745
C 4.99 -2.02 1.83 -1.362
C 3.85 -1.26 2.19 0.514
C 2.93 -1.27 0.93 0.429
O 3.37 -1.71 -0.13 -0.713
O 1.69 -0.95 1.01 -0.485
C 1.80 -1.20 5.97 1.097
C 2.59 -2.43 5.69 -1.504
H 0.08 -3.32 6.94 0.379
H 1.16 -2.91 8.26 0.399
H -0.49 -2.38 8.28 0.397
H -0.85 -0.20 7.90 0.353
H -0.38 1.94 6.75 0.441
H 1.42 2.10 5.07 0.529
H 3.09 1.13 3.92 0.614
H 4.99 -0.41 5.35 0.483
H 6.95 -1.75 4.67 0.422
H 6.98 -2.79 2.37 0.382
H 5.10 -2.49 0.85 0.439
H 2.56 -2.71 4.64 0.240
H 3.64 -2.30 5.94 0.349
H 2.25 -3.30 6.24 0.494
```

The energy relative to the best compared isomer or geometry (same formula, charge and spin) comes out at 73.1 kcal per mole. The value obtained for the energy is -69686.5365 eV. The LUMO energy (spin up / spin down) is -0.3423 / -0.3420 Eh. Its charge is +2.



Entry 2:
A molecular structure, C38H56BrGeN3OPdS3Si3, computed with wB97M-V/def2-TZVPD.

```
107
Properties=species:S:1:pos:R:3:mulliken_spin:R:1
Pd -0.63 -0.58 1.20 0.085
C 0.68 0.19 -7.14 0.001
C -0.30 0.78 -6.11 0.002
C -0.01 2.27 -5.96 0.000
C -1.74 0.61 -6.62 0.001
C -0.13 0.04 -4.79 0.004
C 0.33 0.64 -3.64 0.002
C 0.47 -0.10 -2.48 -0.002
Br 1.00 0.89 -0.96 0.010
C 0.20 -1.46 -2.40 -0.005
O 0.32 -2.17 -1.24 0.024
C -0.32 -2.09 -3.56 0.011
C -0.45 -1.32 -4.70 -0.004
C -0.79 -3.55 -3.57 -0.003
C -1.92 -3.72 -2.54 0.006
C 0.39 -4.47 -3.29 0.004
C -1.36 -3.97 -4.93 0.000
H 0.58 0.72 -8.09 0.000
H 0.48 -0.87 -7.32 0.000
H 1.71 0.29 -6.80 0.000
H -0.18 2.78 -6.92 0.000
H 1.02 2.46 -5.68 0.000
H -0.66 2.74 -5.22 0.000
H -1.87 1.14 -7.56 0.000
H -2.46 1.01 -5.90 0.000
H -1.98 -0.44 -6.80 0.000
H 0.57 1.69 -3.61 0.000
H -0.84 -1.80 -5.59 -0.001
H -1.63 -3.41 -1.54 0.012
H -2.26 -4.76 -2.51 0.000
H -2.78 -3.10 -2.83 0.000
H 0.83 -4.27 -2.32 0.001
H 1.16 -4.34 -4.05 -0.001
H 0.08 -5.52 -3.31 0.000
H -2.25 -3.39 -5.21 0.000
H -1.66 -5.02 -4.87 0.000
H -0.63 -3.89 -5.73 0.000
S -7.68 1.63 0.82 0.008
C -6.27 0.80 0.74 -0.003
S -4.84 1.35 -0.12 -0.001
C -3.98 -0.05 0.42 -0.010
N -4.67 -0.86 1.15 0.033
N -5.94 -0.40 1.32 0.010
C -6.82 -1.21 2.10 -0.002
C -8.05 -1.57 1.58 0.002
C -8.89 -2.38 2.34 -0.001
C -8.49 -2.82 3.59 0.001
C -7.25 -2.46 4.09 -0.001
C -6.41 -1.65 3.35 0.002
S -2.36 -0.35 -0.18 0.128
H -8.35 -1.23 0.60 0.000
H -9.86 -2.66 1.94 0.000
H -9.15 -3.45 4.18 0.000
H -6.94 -2.80 5.07 0.000
H -5.45 -1.34 3.74 0.000
C 2.81 -2.35 3.41 0.000
Si 2.02 -0.86 2.65 0.038
C 3.31 0.11 1.69 0.019
C 1.14 0.06 4.02 0.020
Ge 1.01 -2.20 0.44 0.110
Si -1.66 -2.39 2.39 0.043
C -2.71 -3.54 1.36 0.034
C -2.55 -1.37 3.69 0.001
C -0.40 -3.42 3.33 0.036
Si 2.03 -4.45 0.23 -0.008
C 3.32 -4.22 -1.10 0.004
C 2.86 -5.19 1.73 -0.001
C 0.57 -5.56 -0.17 0.008
H 3.39 -1.87 4.20 0.003
H 3.50 -2.88 2.76 -0.001
H 2.14 -3.07 3.88 -0.002
H 3.74 0.87 2.34 0.007
H 2.95 0.60 0.79 -0.008
H 4.13 -0.56 1.39 0.000
H 1.89 0.75 4.43 0.002
H 0.87 -0.64 4.81 0.004
H 0.27 0.64 3.75 -0.001
H -3.03 -3.12 0.42 -0.006
H -3.60 -3.77 1.95 0.005
H -2.17 -4.47 1.17 0.002
H -3.36 -0.78 3.28 -0.001
H -1.86 -0.71 4.21 0.001
H -2.96 -2.07 4.43 -0.001
H 0.37 -3.90 2.72 -0.012
H -0.97 -4.22 3.80 0.002
H 0.08 -2.85 4.12 0.002
H 4.20 -3.73 -0.67 0.001
H 2.99 -3.62 -1.95 -0.001
H 3.65 -5.19 -1.49 0.002
H 3.86 -4.80 1.93 0.000
H 2.98 -6.24 1.43 0.000
H 2.28 -5.19 2.65 0.000
H -0.30 -5.06 -0.59 0.001
H 0.27 -6.07 0.75 0.004
H 0.89 -6.32 -0.88 -0.001
N -1.23 6.35 3.95 -0.005
C -1.16 5.30 3.49 0.001
C -1.06 3.98 2.93 -0.017
C 0.17 3.52 2.47 0.022
C 0.26 2.24 1.94 -0.094
C -0.85 1.42 1.87 0.560
C -2.08 1.90 2.31 -0.138
C -2.18 3.17 2.85 0.019
H 1.04 4.16 2.53 0.001
H 1.23 1.91 1.58 0.008
H -2.97 1.29 2.26 0.019
H -3.14 3.53 3.19 0.001
```

The energy relative to the best compared isomer or geometry (same formula, charge and spin) comes out at 0.0 kcal per mole. The value obtained for the energy is -233004.1107 eV. The LUMO energy (spin up / spin down) is -0.1763 / -0.1995 Eh. The spin multiplicity is 2. Its charge is +1.



Entry 3:
A molecular structure, C38H56BrGeN3OPdS3Si3, computed with wB97M-V/def2-TZVPD.

```
107
Properties=species:S:1:pos:R:3:mulliken_spin:R:1
Pd 0.20 -0.67 -0.14 1.134
C -7.02 -4.03 -0.45 0.039
C -6.42 -3.23 0.72 0.037
C -7.18 -1.91 0.87 0.006
C -6.57 -4.02 2.04 0.034
C -4.95 -3.03 0.44 0.037
C -4.41 -1.75 0.21 0.087
C -3.06 -1.61 0.00 0.057
Br -2.40 0.16 -0.22 0.085
C -2.15 -2.72 -0.08 0.191
O -0.92 -2.57 -0.29 0.390
C -2.74 -4.05 0.11 0.120
C -4.08 -4.14 0.38 0.011
C -1.86 -5.30 0.05 0.025
C -0.81 -5.24 1.17 0.030
C -1.17 -5.40 -1.33 0.030
C -2.68 -6.57 0.26 -0.001
H -8.09 -4.17 -0.29 0.003
H -6.56 -5.02 -0.54 -0.002
H -6.88 -3.49 -1.39 -0.002
H -8.21 -2.12 1.13 0.000
H -7.18 -1.34 -0.06 0.000
H -6.75 -1.30 1.66 -0.001
H -7.63 -4.16 2.26 0.001
H -6.11 -3.47 2.86 -0.001
H -6.11 -5.01 1.98 -0.001
H -5.03 -0.88 0.20 0.003
H -4.50 -5.11 0.56 -0.006
H -0.20 -4.35 1.10 -0.005
H -0.15 -6.12 1.09 0.002
H -1.29 -5.27 2.15 -0.003
H -0.55 -4.54 -1.52 -0.005
H -1.92 -5.48 -2.12 -0.005
H -0.55 -6.30 -1.35 0.001
H -3.17 -6.59 1.23 0.001
H -2.01 -7.43 0.21 0.000
H -3.44 -6.70 -0.52 0.001
S -2.42 -0.44 -6.18 0.025
C -1.32 -0.06 -5.02 -0.013
S -1.62 0.96 -3.64 0.006
C 0.02 0.62 -3.04 -0.061
N 0.69 -0.15 -3.83 0.142
N -0.03 -0.51 -4.93 0.015
C 0.58 -1.27 -5.98 0.003
C 0.96 -0.61 -7.14 0.001
C 1.50 -1.34 -8.18 0.000
C 1.67 -2.71 -8.05 0.000
C 1.29 -3.36 -6.89 0.000
C 0.73 -2.63 -5.84 -0.001
S 0.68 1.38 -1.65 0.365
H 0.80 0.46 -7.23 0.000
H 1.80 -0.84 -9.09 0.000
H 2.07 -3.28 -8.88 0.000
H 1.41 -4.43 -6.79 0.000
H 0.39 -3.12 -4.94 -0.001
C 5.25 -2.97 0.24 0.096
Si 3.40 -2.68 0.52 0.252
C 2.97 -2.72 2.35 0.081
C 2.38 -3.86 -0.54 0.092
Ge 2.45 -0.53 -0.95 0.651
Si 3.82 1.18 0.62 0.308
C 3.52 0.88 2.45 0.082
C 3.28 2.86 -0.03 0.069
C 5.65 0.82 0.29 0.064
Si 3.98 -0.53 -2.98 0.064
C 5.86 -0.73 -2.82 0.017
C 3.28 -2.09 -3.79 0.070
C 3.65 1.11 -3.86 0.030
H 5.53 -3.91 0.73 0.020
H 5.86 -2.17 0.67 -0.002
H 5.49 -3.05 -0.82 -0.008
H 2.55 -3.70 2.60 0.007
H 2.23 -1.97 2.62 -0.011
H 3.86 -2.57 2.96 0.001
H 2.23 -4.83 -0.05 0.016
H 2.86 -4.04 -1.50 0.015
H 1.39 -3.43 -0.72 -0.019
H 2.48 0.99 2.75 -0.020
H 4.11 1.61 3.01 0.015
H 3.86 -0.11 2.74 -0.011
H 2.20 2.94 -0.12 -0.009
H 3.72 3.05 -1.01 -0.007
H 3.62 3.64 0.65 0.018
H 6.09 0.35 1.18 0.000
H 6.18 1.76 0.11 0.009
H 5.82 0.17 -0.56 -0.017
H 6.16 -1.53 -2.14 -0.004
H 6.33 0.20 -2.50 0.002
H 6.25 -0.97 -3.81 0.005
H 3.88 -2.97 -3.54 0.004
H 3.27 -1.99 -4.88 0.013
H 2.25 -2.26 -3.47 -0.015
H 4.59 1.65 -4.02 0.003
H 2.98 1.75 -3.29 0.002
H 3.19 0.93 -4.83 0.002
N -1.10 1.12 6.99 -0.005
C -0.86 0.81 5.91 0.002
C -0.56 0.42 4.57 -0.011
C -0.30 1.38 3.60 0.024
C -0.01 0.99 2.30 -0.039
C 0.04 -0.36 1.96 0.474
C -0.27 -1.32 2.92 -0.151
C -0.56 -0.93 4.22 0.034
H -0.32 2.43 3.87 -0.001
H 0.17 1.75 1.55 0.010
H -0.29 -2.37 2.66 0.005
H -0.78 -1.68 4.98 0.000
```

The energy relative to the best compared isomer or geometry (same formula, charge and spin) comes out at 14.4 kcal per mole. The value obtained for the energy is -233001.4067 eV. The LUMO energy (spin up / spin down) is -0.0619 / -0.2109 Eh. The spin multiplicity is 6. Its charge is +1.



Entry 4:
9 unconnected molecules or ions with the total composition C38H56NO18, computed with wB97M-V/def2-TZVPD.

```
113
Properties=species:S:1:pos:R:3:mulliken_charge:R:1
C -1.38 2.11 2.88 -1.197
N -1.22 1.16 1.65 0.519
C -0.17 1.86 0.72 -0.349
C -0.81 -0.22 2.08 -0.351
C -2.52 1.07 0.98 -1.510
C -2.51 0.22 -0.33 1.689
O -3.78 0.22 -0.82 -0.619
H -1.88 1.73 3.61 0.722
H -1.79 3.16 2.43 0.268
H -0.42 2.14 3.40 0.253
H 0.15 1.03 0.02 -0.094
H 0.57 2.28 1.37 0.445
H -0.69 2.79 0.15 0.164
H 0.36 -0.17 2.45 -0.508
H -0.65 -0.92 1.29 -0.022
H -1.22 -0.50 2.96 0.699
H -2.84 1.97 0.81 0.678
H -3.33 0.79 1.66 0.497
H -2.17 -0.92 -0.27 -0.646
H -1.93 0.69 -1.06 -0.424
H -3.90 0.91 -1.55 0.431
C 1.43 -3.42 -2.29 -1.232
C 2.89 -4.01 -2.47 -0.230
C 4.02 -3.50 -1.71 0.476
O 5.10 -4.04 -1.77 -0.578
C 3.74 -2.38 -0.82 -0.729
C 2.29 -1.82 -0.65 0.218
C 1.22 -2.30 -1.46 0.346
O 0.17 -1.81 -1.37 -0.182
O 1.97 -1.07 0.44 1.124
O 3.05 -5.18 -3.30 -0.466
H 0.67 -3.60 -2.88 0.911
H 4.41 -2.12 -0.02 0.427
H 2.68 -0.84 0.89 -0.250
H 3.93 -5.25 -3.45 0.311
C -2.14 2.05 -6.17 -0.755
C -1.21 1.46 -5.04 0.002
C -0.86 2.17 -3.86 0.856
O -0.23 1.77 -2.90 -0.319
C -1.24 3.52 -3.85 -0.530
C -2.06 4.22 -5.01 0.463
C -2.73 3.43 -5.99 0.498
O -3.59 3.87 -6.70 -0.531
O -2.03 5.57 -5.18 -0.348
O -0.81 0.12 -5.09 -0.565
H -2.55 1.44 -7.09 0.321
H -0.97 4.30 -3.13 0.319
H -1.48 6.04 -4.76 0.264
H -0.07 0.22 -4.41 0.315
C 5.25 1.06 2.85 -0.214
C 6.28 1.25 3.98 0.283
C 6.01 1.93 5.26 0.423
O 6.90 2.13 6.05 -0.547
C 4.65 2.35 5.46 -0.644
C 3.52 2.16 4.33 0.223
C 3.88 1.50 3.03 0.372
O 2.96 0.97 2.23 -0.359
O 2.16 2.55 4.50 -0.297
O 7.49 0.69 3.75 -0.475
H 5.32 0.15 2.04 0.127
H 4.22 2.89 6.33 0.266
H 2.10 3.02 5.34 0.300
H 8.04 0.66 4.56 0.375
C -3.21 -3.41 -1.00 -0.568
C -2.71 -3.47 -2.37 0.974
O -2.24 -4.48 -2.77 -0.586
C -2.97 -2.21 -3.20 -0.878
H -3.88 -4.23 -0.79 0.452
H -3.61 -2.41 -0.54 0.171
H -2.47 -3.61 -0.16 -0.159
H -2.34 -1.43 -3.31 0.014
H -4.05 -1.76 -2.89 0.187
H -3.35 -2.52 -4.12 0.535
C 4.95 2.78 -0.39 -1.189
C 4.46 1.50 -0.86 0.768
O 5.02 0.44 -0.58 -0.538
C 3.13 1.42 -1.56 0.068
H 4.30 3.17 0.36 0.212
H 5.28 3.58 -1.17 0.354
H 5.92 2.63 0.10 0.355
H 3.04 0.46 -1.98 0.151
H 2.76 2.08 -2.52 0.291
H 2.30 1.57 -0.95 -0.386
C -0.19 -5.32 0.65 -1.674
C 0.11 -4.24 1.70 1.157
O -0.81 -3.50 2.04 -0.594
C 1.53 -4.01 1.99 -1.107
H 0.24 -6.17 0.90 0.671
H -0.06 -4.94 -0.35 0.215
H -1.14 -5.61 1.00 0.479
H 1.72 -4.78 2.64 0.764
H 1.72 -3.08 2.54 -0.026
H 2.28 -4.22 1.20 0.260
C 0.82 -1.58 4.94 -0.034
C -0.06 -0.93 5.91 0.627
O -0.90 -0.05 5.49 -0.557
C -0.04 -1.38 7.31 -1.209
H 0.25 -2.10 4.25 -0.116
H 1.27 -2.34 5.67 0.330
H 1.57 -0.96 4.35 0.009
H -0.67 -2.27 7.41 0.312
H -0.51 -0.51 8.00 0.302
H 1.06 -1.45 7.66 0.377
C -7.09 3.85 -4.02 -0.961
C -6.57 2.57 -3.63 0.769
O -5.49 2.42 -2.99 -0.561
C -7.34 1.25 -3.89 -1.134
H -6.34 4.84 -3.64 0.199
H -8.16 3.89 -3.54 0.335
H -7.01 3.88 -5.08 0.335
H -7.36 1.15 -4.89 0.376
H -8.40 1.49 -3.46 0.288
H -7.04 0.33 -3.54 0.325
```

The energy relative to the best compared isomer or geometry (same formula, charge and spin) comes out at 87.1 kcal per mole. The value obtained for the energy is -78632.4118 eV. The LUMO energy is -0.1820 Eh. Its charge is +1.